(1)
The following is a quantum chemistry calculation of a structure of composition C18H14ClNO4S2 in a non-equilibrium geometry, from the Open Molecules 2025 dataset.

The highest occupied orbital energy is -9.0 eV.

```
! RIJCOSX wB97M-V def2-TZVPD def2/J DEFGRID3
* xyz 0 1
Cl -6.96124 2.04956 0.30098
S -0.29502 0.48829 1.15875
S -3.64520 -1.94154 -0.67146
O -4.75150 -2.39558 -1.71301
O 4.46109 1.79250 -0.91599
O 2.44691 -2.39233 1.65815
O -3.75835 -2.77889 0.71524
N 3.16687 -0.20692 1.51100
C 4.39628 -0.51456 2.06964
C 3.40123 1.29266 -0.53450
C -1.27522 -1.47305 -0.18374
C 3.81464 0.83425 -2.60240
C -4.34501 2.03691 0.73204
C -3.93421 -0.37369 -0.14546
C -2.19385 -1.92007 -1.17439
C -3.08572 1.74538 0.91907
C 2.80843 0.48929 -1.51868
C 2.88757 0.93201 0.91188
C 4.74207 1.77235 -2.15247
C 2.28748 -1.12217 1.34554
C -2.93544 0.39663 0.28698
C 0.08655 -1.81691 -0.02048
C -5.53544 1.59975 0.20500
C 0.79989 -1.09822 0.67893
C -1.60229 -0.23019 0.26497
C -5.29606 0.41460 -0.15569
H 3.69453 0.45088 -3.72353
H -6.08336 -0.42396 -0.50009
H 1.98007 -0.15480 -1.70402
H 5.62670 2.19153 -2.48417
H 0.71121 -2.55256 -0.53432
H 1.86411 1.44829 0.78207
H 4.59142 0.13235 3.10911
H 4.34517 -1.51717 2.29752
H 3.52414 2.01920 1.53367
H -1.82678 -2.98512 -1.36398
H -2.29107 2.19613 1.17389
H 4.96540 -0.22186 1.29012
H -4.60339 3.17968 1.35779
H -2.18259 -1.34267 -2.20398
*
```

***

(2)
The following is a quantum chemistry calculation of the molecule C3H7Cl3Si in a non-equilibrium geometry, from the Open Molecules 2025 dataset.

The calculation puts the energy relative to the best compared isomer or geometry (same formula, charge and spin) at 4.0 kcal per mole. The highest occupied orbital energy is -11.1 eV. The SMILES is CCC[Si](Cl)(Cl)Cl.

```
! RIJCOSX wB97M-V def2-TZVPD def2/J DEFGRID3
* xyz 0 1
Cl -2.57571 -0.33302 -2.81474
Cl -2.48448 1.01744 0.34975
Cl -0.36147 2.19356 -1.92934
Si -1.31038 0.38652 -1.25140
C 1.16871 0.62625 1.11851
C -0.12572 -0.91102 -0.57381
C 0.53685 -0.72929 0.79940
H -0.22781 -0.93005 1.55734
H 0.66059 -0.83456 -1.31258
H 0.47888 1.43239 1.05785
H 1.56833 0.61682 2.13696
H -0.61492 -1.86160 -0.61884
H 1.27183 -1.54343 1.02019
H 2.01530 0.87000 0.46072
*
```

***

(3)
The following is a quantum chemistry calculation of a structure of composition C12H23As2O7P2Re, from the Open Molecules 2025 dataset.

The calculation puts the energy relative to the best compared isomer or geometry (same formula, charge and spin) at 0.0 kcal per mole. Its expectation value of S² is 0.757. The highest occupied orbital energy (alpha / beta) is -18.6 / -18.5 eV.

```
! RIJCOSX wB97M-V def2-TZVPD def2/J DEFGRID3
* xyz 3 2
Re 0.07899 0.78325 0.42234
As 2.28023 -0.42623 0.35706
As 0.39455 0.82045 2.89766
P -2.20514 0.67701 -1.20427
P -0.87408 3.52099 -0.64841
O -1.00319 0.55922 -2.21103
O -1.63874 -0.07878 0.05343
O -3.01015 2.94160 -2.04088
O -1.11546 4.63207 0.24607
O -0.32045 3.69875 -2.09239
O -3.49908 0.09883 -1.76742
O 0.33930 2.49922 -0.06370
C 4.31974 -0.58406 2.35141
C -2.44285 2.45731 -0.84659
C 2.22260 0.29774 3.17022
C -0.76213 -0.41788 3.81465
C 2.77190 0.42226 4.44160
C 4.85978 -0.45828 3.62487
C 2.99993 -0.20957 2.12288
C 3.47386 0.36048 -0.92996
C 0.11633 2.57848 3.62821
C -3.32883 2.62559 0.38613
C 2.08126 -2.30263 -0.03548
C 4.08898 0.04153 4.66519
H -0.62691 -0.25861 4.88498
H 4.40817 -0.20117 -0.91145
H 2.18831 0.81161 5.26751
H -0.95110 2.79297 3.64293
H -4.29180 2.13460 0.23107
H 1.34441 -2.75388 0.62577
H -0.37439 4.58441 -2.49168
H 3.02793 0.29126 -1.92046
H 0.64335 3.31759 3.02841
H -3.48916 3.68948 0.56391
H -3.92632 -0.74306 -1.53408
H 0.50269 2.58282 4.64728
H 3.65930 1.39821 -0.66072
H 4.93789 -0.97620 1.55216
H -1.06326 0.92572 -3.11280
H 1.79245 -2.42485 -1.07777
H -1.79790 -0.22206 3.54377
H -0.48508 -1.43877 3.56006
H 4.51284 0.13886 5.65570
H 5.88572 -0.75195 3.80226
H 3.05354 -2.76551 0.13810
H -2.86526 2.20961 1.28298
H -3.83298 3.42596 -1.87005
*
```